Model a:
# C2H2O3

A cluster of 2 separate species, C2H2O3 in total (ωB97M-V/def2-TZVPD, the Open Molecules 2025 dataset).

## Properties
HOMO level	-8.76	eV

Atoms and positions in Å:
C -0.31 -1.08 -0.01
C 0.25 0.20 -0.03
O -1.57 -0.46 -0.10
O -0.97 0.79 -0.30
O 1.30 1.05 -0.12
H 0.35 -2.42 0.89
H 0.95 1.92 -0.34

Model b:
# C2H2O3

A cluster of 2 separate species, C2H2O3 in total (ωB97M-V/def2-TZVPD, the Open Molecules 2025 dataset).

## Properties
HOMO level	-10.25	eV

Atoms and positions in Å:
C -0.53 0.00 1.36
C 0.17 0.40 -1.41
O -0.36 -0.81 0.45
O 0.35 -0.45 -2.36
O 1.45 0.10 -1.57
H -0.30 1.02 1.17
H -0.79 -0.27 2.36

Model c:
# C2H2O3

A cluster of 2 separate species, C2H2O3 in total (ωB97M-V/def2-TZVPD, the Open Molecules 2025 dataset).

## Properties
HOMO level	-9.02	eV

Atoms and positions in Å:
C -0.38 0.10 0.32
C 1.92 -0.42 -0.47
O 2.59 -0.04 0.36
O -0.65 1.30 -0.16
O -1.22 -0.83 0.02
H -1.46 1.43 -0.58
H -0.81 -1.54 0.51

Model d:
# C2H2O3

The molecule C2H2O3 (ωB97M-V/def2-TZVPD, the Open Molecules 2025 dataset).

## Properties
HOMO level	-10.42	eV
SMILES	O=C1O[C@H]1O

Atoms and positions in Å:
O 0.54 -0.24 2.12
C 0.30 0.26 1.10
O -0.03 1.36 0.41
C -0.24 0.05 -0.20
O 0.63 -0.58 -1.20
H -1.28 -0.23 -0.23
H 0.08 -0.61 -2.00

Least stable structure: model a

Model a:
# C7H28O7

A cluster of 7 separate species, C7H28O7 in total (ωB97M-V/def2-TZVPD, the Open Molecules 2025 dataset).

## Properties
HOMO level	-10.04	eV
SMILES	CO.CO.CO.CO.CO.CO.CO

Atoms and positions in Å:
C 4.95 6.59 5.89
O 4.85 6.50 7.28
H 4.52 7.55 5.57
H 5.95 6.43 5.49
H 4.32 5.81 5.48
H 5.25 7.27 7.68
C 5.90 8.27 11.05
O 7.12 8.74 10.53
H 5.64 7.31 10.55
H 6.05 8.10 12.13
H 5.11 9.03 10.87
H 6.97 8.90 9.60
C 5.78 10.21 7.46
O 6.45 9.00 7.71
H 5.33 10.48 8.43
H 6.54 10.95 7.20
H 5.02 10.15 6.69
H 6.91 8.72 6.88
C 8.65 5.92 7.79
O 8.83 4.83 8.66
H 9.59 6.21 7.30
H 7.97 5.68 6.96
H 8.26 6.76 8.34
H 8.01 4.69 9.19
C 10.33 9.76 8.12
O 11.59 10.41 8.08
H 10.29 8.88 7.48
H 10.15 9.46 9.15
H 9.53 10.44 7.87
H 11.74 10.71 7.19
C 6.97 11.79 11.01
O 6.93 13.20 10.86
H 7.52 11.41 10.17
H 7.58 11.58 11.89
H 6.02 11.23 11.06
H 6.46 13.57 11.61
C 9.05 9.32 4.87
O 8.23 8.44 5.67
H 8.98 10.31 5.31
H 10.09 8.99 4.79
H 8.54 9.41 3.92
H 8.13 7.61 5.17

Model b:
# C7H28O7

A cluster of 7 separate species, C7H28O7 in total (ωB97M-V/def2-TZVPD, the Open Molecules 2025 dataset).

## Properties
HOMO level	-10.10	eV
SMILES	CO.CO.CO.CO.CO.CO.CO

Atoms and positions in Å:
C -1.56 -0.93 -3.46
O -1.00 0.24 -2.89
H -1.17 -1.11 -4.46
H -1.37 -1.82 -2.85
H -2.64 -0.82 -3.52
H -0.14 -0.02 -2.55
C -0.15 -3.62 -0.77
O 0.11 -4.76 -1.60
H -1.14 -3.23 -1.02
H -0.17 -3.86 0.29
H 0.62 -2.88 -0.95
H 0.23 -5.54 -1.05
C -0.79 -0.05 4.35
O -0.33 1.24 4.72
H 0.03 -0.77 4.36
H -1.55 -0.41 5.06
H -1.30 -0.03 3.38
H -0.82 1.89 4.20
C 2.09 -1.88 -3.46
O 2.02 -0.50 -3.08
H 1.14 -2.18 -3.90
H 2.88 -2.08 -4.18
H 2.23 -2.54 -2.59
H 2.92 -0.23 -2.86
C -2.92 2.93 -0.11
O -2.58 3.86 0.93
H -3.65 2.20 0.23
H -3.26 3.46 -1.00
H -1.99 2.42 -0.35
H -3.29 4.51 0.99
C 0.37 0.05 0.50
O 1.54 -0.64 0.14
H 0.38 0.18 1.58
H 0.28 1.03 0.02
H -0.50 -0.57 0.25
H 1.77 -0.49 -0.78
C 1.95 2.81 2.92
O 2.98 3.35 2.08
H 2.18 2.95 3.97
H 1.03 3.31 2.63
H 1.80 1.74 2.70
H 3.74 2.76 2.13

Least stable structure: model b

Model a:
# C4H2O2

A structure of composition C4H2O2 (ωB97M-V/def2-TZVPD, the Open Molecules 2025 dataset).

## Properties
HOMO level	-9.56	eV

Atoms and positions in Å:
O -2.83 -0.54 -0.07
C -1.74 -0.95 -0.41
C -0.49 -0.44 0.08
C 0.49 0.30 0.10
C 1.71 1.10 0.25
O 1.98 0.39 1.20
H -1.63 -1.75 -1.17
H 2.50 1.89 0.03

Model b:
# C4H2O2

A structure of composition C4H2O2 (ωB97M-V/def2-TZVPD, the Open Molecules 2025 dataset).

## Properties
HOMO level	-10.80	eV

Atoms and positions in Å:
O 1.25 -1.44 0.97
C 0.81 -0.40 1.37
C -0.58 0.35 1.13
C -0.35 0.38 -0.09
C -0.67 0.29 -1.49
O -1.69 0.87 -1.78
H 1.29 0.23 2.12
H -0.07 -0.28 -2.22

Least stable structure: model a

Model a:
# C4H2O2

The molecule C4H2O2 (ωB97M-V/def2-TZVPD, the Open Molecules 2025 dataset).

## Properties
HOMO level	-7.91	eV
SMILES	O=C=C1C=C1O

Atoms and positions in Å:
O 0.68 2.29 -1.65
C 0.40 1.50 -0.81
C 0.43 0.56 0.02
C -0.25 0.04 1.35
C -0.28 -0.75 0.30
O -0.45 -1.87 -0.38
H -0.67 0.40 2.22
H 0.14 -2.17 -1.05

Model b:
# C4H2O2

The molecule C4H2O2 (ωB97M-V/def2-TZVPD, the Open Molecules 2025 dataset).

## Properties
HOMO level	-10.07	eV
SMILES	O=C=C=CC=O

Atoms and positions in Å:
O -2.85 -0.40 0.41
C -1.98 0.21 -0.03
C -0.91 0.88 -0.53
C 0.07 0.03 -0.10
C 1.55 0.10 -0.26
O 2.20 -0.80 0.22
H -0.15 -0.88 0.46
H 2.02 0.95 -0.79

Model c:
# C4H2O2

A cluster of 2 separate species, C4H2O2 in total (ωB97M-V/def2-TZVPD, the Open Molecules 2025 dataset).

## Properties
HOMO level	-10.29	eV

Atoms and positions in Å:
C 1.09 2.73 -0.75
C 0.30 1.76 -0.50
C 0.33 -2.22 0.37
C -0.59 0.86 -0.03
O -0.20 -2.47 -0.61
O 0.88 -1.80 1.31
H -1.54 0.98 -0.41
H -0.27 0.15 0.62

Model d:
# C4H2O2

A structure of composition C4H2O2 (ωB97M-V/def2-TZVPD, the Open Molecules 2025 dataset).

## Properties
HOMO level (alpha / beta)	-9.09 / -9.43	eV

Atoms and positions in Å:
C 0.75 0.92 0.11
C -0.76 -0.69 -0.01
C 0.55 -0.41 0.57
C -0.51 0.59 -0.70
O 1.65 -0.21 -0.18
O -1.60 0.34 0.26
H 1.15 1.81 0.54
H -1.24 -2.35 -0.60

Least stable structure: model d

Model a:
# CH2INO

A cluster of 2 separate species, CH2INO in total (ωB97M-V/def2-TZVPD, the Open Molecules 2025 dataset).

## Properties
HOMO level (alpha / beta)	-9.55 / -9.67	eV

Atoms and positions in Å:
C 0.84 -0.43 -0.06
N -0.36 0.02 -0.09
O 1.43 -1.49 -0.10
I -3.19 0.53 0.05
H 1.69 0.35 0.03
H -0.42 1.02 0.16

Model b:
# CH2INO

The molecule CH2INO (ωB97M-V/def2-TZVPD, the Open Molecules 2025 dataset).

## Properties
HOMO level	-9.89	eV
SMILES	NC(=O)I

Atoms and positions in Å:
N -0.33 0.20 -0.02
C -1.41 0.93 -0.09
O -1.40 2.27 0.04
I -3.28 -0.23 0.00
H 0.48 0.73 0.32
H -0.30 -0.76 0.31

Least stable structure: model a

Model a:
# C3H8O

A cluster of 2 separate species, C3H8O in total (ωB97M-V/def2-TZVPD, the Open Molecules 2025 dataset).

## Properties
HOMO level	-9.16	eV
SMILES	C=CO.C

Atoms and positions in Å:
C 0.96 4.04 1.30
C 2.21 3.98 1.71
O 3.22 4.53 0.97
H 0.20 3.60 1.92
H 0.72 4.35 0.29
H 2.40 3.39 2.60
H 4.01 3.98 1.06
C -2.70 -5.59 -1.97
H -3.47 -5.18 -2.64
H -1.74 -5.53 -2.48
H -2.77 -4.99 -1.08
H -3.06 -6.58 -1.69

Model b:
# C3H8O

The molecule C3H8O (ωB97M-V/def2-TZVPD, the Open Molecules 2025 dataset).

## Properties
HOMO level	-10.28	eV
SMILES	CC(C)O

Atoms and positions in Å:
C -1.14 -0.61 0.57
C -0.17 0.08 -0.38
C 1.32 -0.07 -0.04
O -0.51 1.47 -0.30
H -2.15 -0.24 0.37
H -1.14 -1.70 0.45
H -0.89 -0.37 1.61
H -0.36 -0.27 -1.41
H 1.90 -0.66 -0.75
H 1.71 0.95 -0.04
H 1.49 -0.48 0.97
H -0.07 1.90 -1.05

Model c:
# C3H8O

The molecule C3H8O (ωB97M-V/def2-TZVPD, the Open Molecules 2025 dataset).

## Properties
HOMO level	-10.16	eV
SMILES	CC(C)O

Atoms and positions in Å:
C 1.35 -0.43 -0.26
C 0.07 0.33 -0.01
C -0.61 -0.06 1.31
O -0.89 0.23 -1.05
H 1.26 -1.51 -0.15
H 2.12 -0.13 0.45
H 1.73 -0.13 -1.23
H 0.31 1.41 0.04
H -1.50 -0.63 1.01
H -1.05 0.80 1.81
H 0.03 -0.60 2.00
H -0.48 -0.05 -1.85

Model d:
# C3H8O

A cluster of 2 separate species, C3H8O in total (ωB97M-V/def2-TZVPD, the Open Molecules 2025 dataset).

## Properties
HOMO level	-8.40	eV

Atoms and positions in Å:
C -0.53 -0.84 0.68
C -1.16 1.07 -0.70
C 0.88 -0.50 0.03
O -0.38 2.01 -0.24
H -1.37 -1.17 0.06
H -0.22 -1.70 1.25
H -0.96 -0.13 1.40
H -0.63 0.53 -1.53
H 1.23 -1.41 -0.45
H 1.10 0.29 -0.72
H 1.53 -0.25 0.87
H 0.50 2.10 -0.66

Least stable structure: model d